Density functional theory data (ωB97M-V/def2-TZVPD) for a 3-piece molecular cluster, C28H49BrN2O3P overall in a non-equilibrium geometry.

## Properties
total charge: -1
spin multiplicity: 3
E_HOMO (spin up / spin down): -0.065 / -0.065 Eh
strongest force on any atom: 2.75 eV/Å
electronic energy: -4346.7522 Ha
molecular weight: 572.589 g mol⁻¹
relative energy (zero: lowest compared OMol25 entry of this formula, charge and spin): 0.0 kJ/mol
gap between HOMO and LUMO (spin up / spin down): 3.8560 / 2.7891 eV

Positions of all 84 atoms, in Å:
O (4.976, 1.110, 2.889)
P (3.537, 0.413, 2.452)
Br (4.136, -1.670, 1.820)
C (2.904, 1.180, 0.950)
C (1.962, 2.362, 1.264)
C (0.645, 2.122, 0.485)
C (-0.519, 3.077, 0.947)
C (-1.590, 2.174, 1.561)
C (-1.295, 1.608, 2.791)
C (-2.203, 0.749, 3.380)
C (-3.381, 0.478, 2.713)
C (-3.680, 1.047, 1.505)
C (-2.769, 1.910, 0.905)
H (4.789, 1.569, 3.719)
H (2.351, 0.377, 0.444)
H (1.759, 2.361, 2.344)
H (2.378, 3.312, 0.908)
H (0.779, 2.168, -0.604)
H (0.354, 1.087, 0.713)
H (-0.890, 3.564, 0.039)
H (-0.178, 3.824, 1.672)
H (-0.338, 1.840, 3.255)
H (-1.952, 0.285, 4.331)
H (-4.089, -0.217, 3.165)
H (-4.614, 0.805, 1.002)
H (-2.969, 2.356, -0.066)
C (-0.145, -4.788, 5.944)
C (-0.921, -5.132, 4.647)
C (-0.223, -6.281, 3.908)
C (1.043, -5.863, 3.162)
C (0.770, -4.660, 2.264)
C (0.145, -3.486, 3.021)
N (-1.056, -3.904, 3.806)
O (-2.051, -4.076, 2.982)
C (1.204, -2.852, 3.944)
C (-0.196, -2.374, 2.027)
C (-2.283, -5.635, 5.130)
H (-0.276, -3.741, 6.218)
H (-0.506, -5.377, 6.788)
H (0.922, -4.994, 5.866)
H (-0.916, -6.720, 3.183)
H (0.019, -7.075, 4.618)
H (1.849, -5.642, 3.868)
H (1.397, -6.699, 2.554)
H (1.701, -4.338, 1.792)
H (0.108, -4.971, 1.449)
H (0.767, -2.059, 4.554)
H (1.998, -2.408, 3.345)
H (1.692, -3.561, 4.609)
H (-0.859, -2.714, 1.231)
H (0.714, -2.011, 1.547)
H (-0.669, -1.528, 2.528)
H (-2.838, -4.848, 5.644)
H (-2.148, -6.462, 5.827)
H (-2.900, -6.013, 4.315)
C (1.079, 4.166, -6.957)
C (1.310, 3.082, -5.871)
C (0.710, 1.744, -6.344)
C (-0.808, 1.676, -6.235)
C (-1.250, 2.077, -4.835)
C (-0.694, 3.445, -4.411)
N (0.765, 3.554, -4.580)
O (1.370, 2.789, -3.547)
C (-1.421, 4.548, -5.211)
C (-1.082, 3.706, -2.965)
C (2.826, 2.911, -5.802)
H (1.026, 5.159, -6.509)
H (1.900, 4.192, -7.679)
H (0.171, 3.999, -7.542)
H (1.131, 0.928, -5.748)
H (1.009, 1.550, -7.383)
H (-1.281, 2.314, -6.991)
H (-1.145, 0.657, -6.450)
H (-2.347, 2.085, -4.785)
H (-0.920, 1.309, -4.129)
H (-1.001, 5.529, -4.982)
H (-2.484, 4.573, -4.948)
H (-1.388, 4.406, -6.289)
H (-0.719, 2.920, -2.303)
H (-2.173, 3.739, -2.852)
H (-0.683, 4.663, -2.618)
H (3.310, 3.827, -5.453)
H (3.225, 2.674, -6.795)
H (3.117, 2.095, -5.143)

Density functional theory data (ωB97M-V/def2-TZVPD) for C20H28NNdO3 as an isolated structure in a non-equilibrium geometry.

## Properties
spin multiplicity: 4
E_HOMO (spin up / spin down): -0.239 / -0.240 Eh
strongest force on any atom: 5.68 eV/Å
electronic energy: -1620.6421 Ha
molecular weight: 474.688 g mol⁻¹
relative energy (zero: lowest compared OMol25 entry of this formula, charge and spin): 324.2 kJ/mol
gap between HOMO and LUMO (spin up / spin down): 6.2595 / 6.2727 eV

Positions of all 53 atoms, in Å:
O (-1.703, 0.638, -0.715)
C (-1.386, 0.781, -2.208)
C (-2.587, 1.484, -2.760)
H (-1.231, -0.216, -2.646)
H (-0.522, 1.428, -2.363)
C (-3.084, 1.309, -1.319)
H (-3.046, 0.904, -3.561)
H (-2.477, 2.481, -3.214)
C (-4.162, 0.230, -1.216)
H (-3.844, -0.626, -1.823)
H (-5.156, 0.549, -1.580)
H (-4.196, -0.080, -0.166)
C (-3.318, 2.575, -0.477)
H (-2.463, 3.268, -0.527)
H (-3.454, 2.236, 0.560)
H (-4.199, 3.177, -0.753)
Nd (-0.555, -0.097, 1.020)
C (1.651, 0.330, 3.765)
C (2.689, 0.112, 2.835)
C (2.517, 1.048, 1.760)
H (3.492, -0.605, 2.916)
C (1.340, 1.816, 2.019)
C (0.787, 1.349, 3.276)
H (0.002, 1.862, 3.859)
H (1.624, -0.130, 4.759)
H (3.185, 1.145, 0.917)
H (1.040, 2.713, 1.454)
C (-0.048, -2.103, 3.499)
C (-0.978, -1.050, 3.740)
C (-2.071, -1.200, 2.842)
H (-0.936, -0.404, 4.609)
C (-1.747, -2.288, 1.949)
C (-0.499, -2.824, 2.361)
H (-0.066, -3.749, 2.000)
H (0.734, -2.438, 4.167)
H (-2.988, -0.629, 2.856)
H (-2.406, -2.680, 1.185)
O (1.376, -0.229, -3.663)
C (1.522, 0.097, -2.177)
C (2.981, 0.412, -1.986)
H (1.116, -0.745, -1.580)
H (0.897, 0.964, -1.870)
C (3.613, -0.709, -2.788)
H (3.197, 0.520, -0.912)
H (3.069, 1.405, -2.437)
C (2.541, -1.032, -3.897)
H (3.916, -1.501, -2.078)
H (4.445, -0.325, -3.384)
H (2.434, -2.144, -3.900)
H (2.903, -0.785, -4.911)
O (2.798, -2.767, 1.449)
C (2.036, -2.078, 0.850)
N (1.216, -1.398, 0.265)

Density functional theory data (ωB97M-V/def2-TZVPD) for C9H9NdO6 as an isolated structure in a non-equilibrium geometry.

## Properties
total charge: +2
spin multiplicity: 4
E_HOMO (spin up / spin down): -0.631 / -0.630 Eh
strongest force on any atom: 9.85 eV/Å
electronic energy: -1360.3132 Ha
molecular weight: 357.405 g mol⁻¹
relative energy (zero: lowest compared OMol25 entry of this formula, charge and spin): 98.3 kJ/mol
gap between HOMO and LUMO (spin up / spin down): 7.0974 / 7.0904 eV

Positions of all 25 atoms, in Å:
O (5.955, 2.051, -2.865)
C (4.840, 1.880, -2.958)
Nd (1.130, -1.079, -1.299)
O (-0.196, 2.846, -1.781)
C (0.297, 1.810, -1.456)
C (-1.104, -0.343, -2.148)
O (-2.162, 0.347, -2.295)
C (-1.335, -1.204, -3.496)
O (-1.120, -2.286, -3.837)
C (1.356, 0.280, -3.456)
O (1.311, 0.688, -4.488)
H (1.449, -2.293, 0.089)
C (-1.625, -0.725, 2.813)
C (-0.679, 0.423, 3.197)
C (0.233, 0.671, 1.974)
O (-0.039, -0.368, 0.912)
C (-1.206, -1.195, 1.399)
H (-1.558, -1.562, 3.528)
H (-2.673, -0.390, 2.800)
H (-0.068, 0.148, 4.070)
H (-1.241, 1.336, 3.455)
H (0.046, 1.660, 1.538)
H (1.292, 0.604, 2.245)
H (-0.884, -2.239, 1.385)
H (-2.021, -1.060, 0.673)

Density functional theory data (ωB97M-V/def2-TZVPD) for a 6-piece molecular cluster, C28H43F15N6O11P overall in a non-equilibrium geometry.

## Properties
total charge: +1
E_HOMO: -0.432 Eh
strongest force on any atom: 2.91 eV/Å
electronic energy: -4088.0601 Ha
molecular weight: 955.627 g mol⁻¹
relative energy (zero: lowest compared OMol25 entry of this formula, charge and spin): 0.0 kJ/mol
gap between HOMO and LUMO: 9.5538 eV

Positions of all 104 atoms, in Å:
N (4.429, -2.390, 4.778)
P (3.814, -3.331, 3.719)
N (2.897, -2.531, 2.476)
C (1.432, -2.599, 2.234)
C (0.711, -3.801, 2.825)
C (1.198, -5.180, 2.300)
N (1.878, -5.086, 1.004)
C (3.610, -1.769, 1.643)
N (4.950, -1.686, 1.615)
C (5.241, -0.901, 0.595)
C (6.621, -0.659, 0.096)
C (6.944, -1.833, -0.850)
C (8.329, -2.042, -1.296)
O (7.585, -2.917, -0.281)
N (4.131, -0.454, 0.012)
N (3.080, -1.005, 0.676)
H (5.441, -2.415, 4.825)
H (2.812, -4.164, 4.202)
H (4.690, -4.121, 2.959)
H (1.000, -1.671, 2.634)
H (1.276, -2.626, 1.152)
H (-0.334, -3.677, 2.511)
H (0.699, -3.756, 3.918)
H (1.813, -5.682, 3.060)
H (0.315, -5.816, 2.186)
H (1.574, -5.824, 0.381)
H (2.880, -5.194, 1.098)
H (6.707, 0.285, -0.449)
H (7.313, -0.722, 0.938)
H (6.168, -2.054, -1.595)
H (8.432, -2.675, -2.170)
H (9.200, -1.729, -0.732)
H (4.022, 0.132, -0.804)
H (2.121, -0.829, 0.414)
C (0.867, 2.016, -4.916)
C (0.679, 2.320, -3.448)
O (0.215, 1.134, -2.733)
C (1.120, 0.235, -2.448)
O (2.305, 0.267, -2.646)
C (0.478, -0.959, -1.706)
F (-0.670, -1.350, -2.220)
F (0.284, -0.585, -0.410)
F (1.325, -1.987, -1.671)
H (-0.056, 1.631, -5.349)
H (1.157, 2.916, -5.454)
H (1.648, 1.267, -5.051)
H (-0.094, 3.065, -3.284)
H (1.599, 2.671, -2.983)
C (-2.801, 3.086, 5.392)
C (-3.712, 2.469, 4.357)
O (-4.395, 3.484, 3.586)
C (-3.714, 4.052, 2.608)
O (-2.593, 3.822, 2.260)
C (-4.632, 5.078, 1.902)
F (-5.273, 5.840, 2.790)
F (-5.546, 4.415, 1.176)
F (-3.941, 5.872, 1.090)
H (-3.363, 3.764, 6.035)
H (-2.362, 2.307, 6.014)
H (-1.996, 3.649, 4.923)
H (-4.511, 1.899, 4.824)
H (-3.174, 1.809, 3.676)
C (6.905, -7.391, -1.008)
C (6.363, -6.011, -1.302)
O (5.178, -6.060, -2.134)
C (4.045, -6.304, -1.503)
O (3.884, -6.457, -0.324)
C (2.870, -6.291, -2.508)
F (3.145, -7.010, -3.594)
F (2.633, -5.024, -2.885)
F (1.770, -6.771, -1.937)
H (7.109, -7.926, -1.935)
H (7.832, -7.307, -0.441)
H (6.196, -7.978, -0.425)
H (7.081, -5.429, -1.874)
H (6.130, -5.458, -0.394)
C (-9.125, 3.551, 0.601)
C (-9.520, 2.107, 0.391)
O (-8.739, 1.237, 1.243)
C (-9.121, 1.155, 2.507)
O (-10.050, 1.695, 3.028)
C (-8.177, 0.193, 3.268)
F (-6.890, 0.459, 2.995)
F (-8.424, -1.072, 2.906)
F (-8.356, 0.303, 4.579)
H (-8.050, 3.663, 0.453)
H (-9.649, 4.195, -0.104)
H (-9.363, 3.879, 1.611)
H (-9.292, 1.776, -0.619)
H (-10.581, 1.942, 0.573)
C (-4.460, 7.448, -3.131)
C (-3.448, 6.449, -2.616)
O (-2.676, 5.892, -3.711)
C (-1.702, 6.661, -4.170)
O (-1.335, 7.713, -3.742)
C (-1.054, 6.015, -5.416)
F (-1.983, 5.552, -6.255)
F (-0.260, 4.983, -5.073)
F (-0.308, 6.908, -6.052)
H (-5.102, 6.985, -3.881)
H (-5.080, 7.801, -2.308)
H (-3.969, 8.307, -3.585)
H (-3.942, 5.598, -2.153)
H (-2.774, 6.893, -1.886)